<P>
DFT (wB97M-V/def2-TZVPD) results for a 2-piece molecular cluster, C3H5N2P overall.

Results
HOMO (eV): -8.388
Charge: 0
LUMO (hartree): 0.0016
Spin multiplicity: 1

Each line ends with the Mulliken charge.
Atoms and positions in Å:
C: 0.94 -0.97 -0.09  -0.042
H: -0.86 2.25 -0.02  0.309
C: 2.26 -1.30 -0.17  -0.401
P: 2.34 1.20 0.19  -0.035
H: 0.08 -1.46 0.22  0.279
H: -1.08 0.77 -1.16  0.278
C: -0.96 1.18 -0.16  -0.539
N: 3.10 -0.21 -0.10  -0.444
N: 0.84 0.39 0.15  -0.119
H: -1.23 0.37 0.51  0.282
H: 2.79 -2.19 -0.32  0.432

<Q>
DFT (wB97M-V/def2-TZVPD) results for C3H5N2P as an isolated structure.

Results
HOMO (eV): -9.416
Charge: 0
LUMO (hartree): -0.0125
Spin multiplicity: 1

Each line ends with the Mulliken charge.
Atoms and positions in Å:
H: 3.01 -1.45 0.69  0.372
N: 2.45 0.59 0.24  -0.528
H: 1.16 2.27 -0.51  0.319
P: 0.34 -0.12 -1.05  0.117
H: -1.21 -0.70 0.86  0.336
H: -1.81 -0.95 -0.77  0.245
C: -1.27 -0.19 -0.11  -0.818
C: 2.27 -0.78 0.22  0.029
C: 1.35 1.17 -0.30  0.084
H: -2.02 0.70 -0.24  0.299
N: 1.20 -1.29 -0.30  -0.454

Q: Which of them is the least stable? A: <P>.